No. 1
# C25H26InN7O5S

A structure of composition C25H26InN7O5S (the ωB97M-V functional and the def2-TZVPD basis, the Open Molecules 2025 dataset).

The value obtained for the LUMO energy is -0.222 eV. The charge is 0. The total energy comes out at -63027.5697 eV.

Geometry as XYZ:
```
65
C25H26InN7O5S, DFT the ωB97M-V functional and the def2-TZVPD basis
In -0.5817 -0.0627 -0.1577
O 4.3612 -1.6535 2.0677
C 3.7157 -1.1010 3.1058
C 4.3648 -1.0966 4.3415
C 3.7671 -0.5275 5.4469
C 2.5026 0.0524 5.3488
C 1.8563 0.0478 4.1284
C 2.4383 -0.5226 2.9937
C 1.6687 -0.5236 1.7250
O 0.5106 0.0432 1.7169
N 2.2180 -1.1264 0.6937
N 1.3758 -1.1475 -0.4091
C 1.8616 -1.6503 -1.4815
C 1.1548 -1.8136 -2.7288
C 1.9080 -2.2004 -3.8496
C 1.3307 -2.3822 -5.0821
C -0.0491 -2.1772 -5.2131
C -0.8174 -1.8146 -4.1289
C -0.2480 -1.6346 -2.8506
O -1.0236 -1.3595 -1.8260
H 3.7568 -1.5752 1.2846
H 5.3475 -1.5474 4.3981
H 4.2882 -0.5325 6.3965
H 2.0357 0.5038 6.2146
H 0.8772 0.4953 4.0172
H 2.9015 -1.9736 -1.4470
H 2.9765 -2.3506 -3.7254
H 1.9280 -2.6808 -5.9330
H -0.5201 -2.3021 -6.1816
H -1.8859 -1.6575 -4.2232
C -3.0420 -4.2006 1.1001
N -3.1633 -3.0921 2.0333
C -3.6062 -3.4284 3.3812
C -2.6561 -1.8740 1.6947
N -1.8826 -1.6704 0.6878
N -3.0868 -0.8361 2.5047
C -2.7676 0.5189 2.3963
N -3.2593 1.2457 3.4533
N -2.1544 0.9930 1.3893
H -3.8551 -4.9001 1.2861
H -2.0917 -4.7315 1.2099
H -3.1384 -3.8472 0.0756
H -4.6962 -3.4212 3.4751
H -3.1729 -2.7532 4.1165
H -3.2518 -4.4287 3.6276
H -1.6026 -2.5134 0.2006
H -3.8687 -1.0435 3.0978
H -3.3812 0.7873 4.3391
H -2.9630 2.2035 3.5141
H -1.9324 1.9800 1.4665
O -7.0386 4.0125 -2.8888
C -6.4964 2.7736 -2.8349
O -7.1801 1.8275 -3.1078
C -5.0634 2.6690 -2.4218
C -4.2568 3.7598 -2.1126
C -2.9397 3.5830 -1.7264
C -2.3791 2.3053 -1.6542
S -0.6837 2.1930 -1.1656
C -3.1871 1.2087 -1.9767
C -4.5069 1.3958 -2.3492
H -6.3820 4.6792 -2.6646
H -4.6340 4.7774 -2.1482
H -2.3300 4.4419 -1.4726
H -2.7776 0.2027 -1.9463
H -5.1331 0.5484 -2.5978
```

---

No. 2
# C25H26IrN5O4

A structure of composition C25H26IrN5O4 (the ωB97M-V functional and the def2-TZVPD basis, the Open Molecules 2025 dataset).

The multiplicity is 5. The value obtained for the LUMO energy (alpha / beta) is 0.365 / -1.591 eV. The charge is 0. Its energy above the lowest of the compared OMol25 structures with the same formula, charge and spin is 13.00 kJ/mol. The total energy comes out at -44825.1441 eV. The expectation value of S² is 6.014.

Geometry as XYZ:
```
61
C25H26IrN5O4, DFT the ωB97M-V functional and the def2-TZVPD basis
Ir -0.6257 1.7674 -0.9164
C -2.8814 3.1382 1.0981
N -2.8201 2.5798 -0.2538
C -3.2852 3.5697 -1.2308
C -3.5899 1.3350 -0.3700
C -3.2338 0.6156 -1.6499
C -4.1723 -0.1399 -2.3353
C -3.8098 -0.8304 -3.4852
C -2.5048 -0.7649 -3.9533
C -1.5626 -0.0049 -3.2727
C -1.9128 0.7000 -2.1198
H -3.9127 3.4188 1.3481
H -2.2544 4.0280 1.1304
H -2.5063 2.4110 1.8134
H -4.3277 3.8376 -1.0190
H -3.2226 3.1587 -2.2368
H -2.6588 4.4550 -1.1673
H -4.6672 1.5431 -0.3208
H -3.3348 0.7118 0.4918
H -5.1932 -0.1895 -1.9729
H -4.5481 -1.4154 -4.0182
H -2.2228 -1.3024 -4.8497
H -0.5445 0.0344 -3.6422
N 1.6260 2.3214 -1.4888
N 1.7630 3.7154 -1.5258
C 0.7522 4.4664 -0.9073
O 0.9532 5.6245 -0.6241
O -0.3735 3.8218 -0.7424
H 2.2114 1.8730 -0.7901
H 1.8388 1.9097 -2.3893
H 2.6892 4.0915 -1.3901
O -1.0887 0.8384 2.5909
C -0.1867 0.3141 1.9801
N 0.6591 -0.6580 2.4697
C 1.4415 -1.2783 1.4086
C 1.0917 -0.3366 0.2432
O 1.5674 -0.4146 -0.8773
N 0.1714 0.5734 0.6507
C 2.9435 -1.2068 1.6497
C 3.8027 -1.9163 0.8141
C 5.1746 -1.8183 0.9789
C 5.7024 -1.0114 1.9797
C 4.8496 -0.3003 2.8088
C 3.4729 -0.3936 2.6418
C 0.9552 -2.6989 1.1494
C 1.3034 -3.6868 2.0696
C 0.8176 -4.9764 1.9355
C -0.0177 -5.2954 0.8715
C -0.3617 -4.3181 -0.0479
C 0.1213 -3.0218 0.0889
H 0.3366 -1.1972 3.2572
H 3.3917 -2.5425 0.0332
H 5.8344 -2.3747 0.3258
H 6.7742 -0.9397 2.1112
H 5.2520 0.3298 3.5913
H 2.8069 0.1629 3.2880
H 1.9727 -3.4435 2.8871
H 1.0952 -5.7346 2.6561
H -0.3946 -6.3036 0.7604
H -1.0080 -4.5595 -0.8817
H -0.1492 -2.2724 -0.6447
```

---

No. 3
# C25H26N2O2S4SbSiW

A structure of composition C25H26N2O2S4SbSiW (the ωB97M-V functional and the def2-TZVPD basis, the Open Molecules 2025 dataset).

The value obtained for the LUMO energy is -4.699 eV. The charge is +1. Its energy above the lowest of the compared OMol25 structures with the same formula, charge and spin is 0.00 kJ/mol. The total energy comes out at -93004.9140 eV.

Geometry as XYZ:
```
62
C25H26N2O2S4SbSiW, DFT the ωB97M-V functional and the def2-TZVPD basis
W 1.7343 0.2652 -1.1531
O 2.1777 1.8213 -0.1121
C 2.2557 3.1548 -0.3158
C 3.2847 3.8545 0.3045
C 3.3905 5.2206 0.1246
C 2.4736 5.8996 -0.6721
C 1.4475 5.2054 -1.2802
C 1.3198 3.8256 -1.1059
C 0.2371 3.0694 -1.7073
N 0.1861 1.7469 -1.8268
C -1.0021 1.4376 -2.4548
C -1.6760 2.5809 -2.7117
N -0.8817 3.5997 -2.2336
H 3.9834 3.3090 0.9247
H 4.1942 5.7625 0.6042
H 2.5663 6.9662 -0.8195
H 0.7523 5.7423 -1.9137
H -1.2668 0.4214 -2.6774
H -2.6273 2.7621 -3.1776
H -1.1192 4.5770 -2.2280
S 3.1129 1.2141 -2.9303
Sb 5.2021 -0.0566 -1.7836
S 3.2173 -0.9846 -0.1473
S 1.9764 -0.4622 -3.3492
S 5.2597 -1.8072 -3.0805
C -1.2169 -3.1786 -1.9836
C -1.9485 -2.5896 -0.7703
C -2.5139 -3.7504 0.0689
C -3.1069 -1.7219 -1.2782
Si -0.7642 -1.5924 0.3041
O 0.2215 -0.6993 -0.7616
C 0.3918 -2.6224 1.3402
C 1.2553 -3.5756 0.7863
C 2.0847 -4.3438 1.5895
C 2.0697 -4.1715 2.9669
C 1.2281 -3.2279 3.5369
C 0.3987 -2.4618 2.7300
C -1.5757 -0.2679 1.3494
C -2.8737 -0.3951 1.8505
C -3.4389 0.5881 2.6501
C -2.7150 1.7267 2.9659
C -1.4224 1.8768 2.4829
C -0.8621 0.8913 1.6854
H -1.9335 -3.7195 -2.6081
H -0.4426 -3.8891 -1.6959
H -0.7616 -2.4005 -2.6026
H -3.1952 -4.3478 -0.5438
H -3.0788 -3.4040 0.9352
H -1.7228 -4.4107 0.4291
H -3.7832 -2.3366 -1.8792
H -2.7576 -0.9092 -1.9159
H -3.6882 -1.2807 -0.4675
H 1.2979 -3.7186 -0.2863
H 2.7441 -5.0748 1.1401
H 2.7135 -4.7735 3.5948
H 1.2116 -3.0921 4.6103
H -0.2574 -1.7330 3.1916
H -3.4644 -1.2721 1.6192
H -4.4457 0.4647 3.0270
H -3.1561 2.4937 3.5890
H -0.8478 2.7591 2.7348
H 0.1577 1.0343 1.3372
```

---

No. 4
# C25H26N2O2S4W

A structure of composition C25H26N2O2S4W at a distorted geometry (the ωB97M-V functional and the def2-TZVPD basis, the Open Molecules 2025 dataset).

The multiplicity is 3. The value obtained for the LUMO energy (alpha / beta) is -6.640 / -6.480 eV. The charge is +2. Its energy above the lowest of the compared OMol25 structures with the same formula, charge and spin is 42.62 kJ/mol. The total energy comes out at -78574.8214 eV. The expectation value of S² is 2.031.

Geometry as XYZ:
```
60
C25H26N2O2S4W, DFT the ωB97M-V functional and the def2-TZVPD basis
W 0.0723 -0.0512 0.2671
S 2.1157 0.9295 0.7615
C 3.0149 0.9150 -0.7478
C 4.3776 1.2240 -0.7506
C 5.0653 1.2328 -1.9457
C 4.4069 0.9423 -3.1432
C 3.0627 0.6367 -3.1486
C 2.3627 0.6185 -1.9395
S 0.6377 0.2861 -1.9345
H 4.8841 1.4537 0.1768
H 6.1207 1.4657 -1.9559
H 4.9545 0.9624 -4.0752
H 2.5508 0.4167 -4.0757
O -1.7684 -1.0423 0.0899
S -2.8613 -1.8057 -0.6987
C -3.0317 -3.3682 0.1807
C -1.7303 -3.9946 0.6770
C -1.3550 -3.5552 2.0912
C 0.0962 -3.8925 2.4349
S 1.2448 -2.5542 2.0788
O 0.6701 -1.9585 0.7610
C 0.8413 -1.4082 3.3525
C -0.0530 -0.3726 3.1322
C -0.3699 0.5290 4.1329
C 0.2211 0.3708 5.3816
C 1.1239 -0.6600 5.6042
C 1.4504 -1.5516 4.5905
C -2.1851 -2.2584 -2.2442
C -3.0954 -2.1756 -3.2949
C -2.6890 -2.5694 -4.5628
C -1.3931 -3.0167 -4.7631
C -0.4861 -3.0688 -3.7074
C -0.8739 -2.6938 -2.4351
H -3.5379 -3.9829 -0.5678
H -3.7429 -3.1831 0.9868
H -0.9253 -3.7820 -0.0233
H -1.8540 -5.0795 0.6648
H -2.0022 -4.0562 2.8133
H -1.5267 -2.4848 2.2297
H 0.4818 -4.7573 1.8934
H 0.2669 -4.0681 3.5005
H -0.5923 -0.2563 2.1859
H -1.0595 1.3396 3.9430
H -0.0136 1.0603 6.1803
H 1.5941 -0.7654 6.5718
H 2.1778 -2.3343 4.7667
H -4.1005 -1.8095 -3.1323
H -3.3808 -2.5159 -5.3915
H -1.0784 -3.3209 -5.7519
H 0.5279 -3.3996 -3.8851
H -0.1585 -2.7043 -1.6236
N -0.5571 2.9054 0.8086
C -1.4772 3.8703 0.8256
C -2.6818 3.3077 0.4419
C -2.3900 1.9762 0.1865
N -1.0886 1.7281 0.4016
H 0.4475 2.9627 0.9239
H -1.2113 4.8792 1.0927
H -3.6313 3.8023 0.3523
H -3.0386 1.1797 -0.1349
```

---

> Look up the charge of the fourth one.

+2

---

What did the second record say?
# C25H26IrN5O4

A structure of composition C25H26IrN5O4 (the ωB97M-V functional and the def2-TZVPD basis, the Open Molecules 2025 dataset).

The multiplicity is 5. The value obtained for the LUMO energy (alpha / beta) is 0.365 / -1.591 eV. The charge is 0. Its energy above the lowest of the compared OMol25 structures with the same formula, charge and spin is 13.00 kJ/mol. The total energy comes out at -44825.1441 eV. The expectation value of S² is 6.014.

Geometry as XYZ:
```
61
C25H26IrN5O4, DFT the ωB97M-V functional and the def2-TZVPD basis
Ir -0.6257 1.7674 -0.9164
C -2.8814 3.1382 1.0981
N -2.8201 2.5798 -0.2538
C -3.2852 3.5697 -1.2308
C -3.5899 1.3350 -0.3700
C -3.2338 0.6156 -1.6499
C -4.1723 -0.1399 -2.3353
C -3.8098 -0.8304 -3.4852
C -2.5048 -0.7649 -3.9533
C -1.5626 -0.0049 -3.2727
C -1.9128 0.7000 -2.1198
H -3.9127 3.4188 1.3481
H -2.2544 4.0280 1.1304
H -2.5063 2.4110 1.8134
H -4.3277 3.8376 -1.0190
H -3.2226 3.1587 -2.2368
H -2.6588 4.4550 -1.1673
H -4.6672 1.5431 -0.3208
H -3.3348 0.7118 0.4918
H -5.1932 -0.1895 -1.9729
H -4.5481 -1.4154 -4.0182
H -2.2228 -1.3024 -4.8497
H -0.5445 0.0344 -3.6422
N 1.6260 2.3214 -1.4888
N 1.7630 3.7154 -1.5258
C 0.7522 4.4664 -0.9073
O 0.9532 5.6245 -0.6241
O -0.3735 3.8218 -0.7424
H 2.2114 1.8730 -0.7901
H 1.8388 1.9097 -2.3893
H 2.6892 4.0915 -1.3901
O -1.0887 0.8384 2.5909
C -0.1867 0.3141 1.9801
N 0.6591 -0.6580 2.4697
C 1.4415 -1.2783 1.4086
C 1.0917 -0.3366 0.2432
O 1.5674 -0.4146 -0.8773
N 0.1714 0.5734 0.6507
C 2.9435 -1.2068 1.6497
C 3.8027 -1.9163 0.8141
C 5.1746 -1.8183 0.9789
C 5.7024 -1.0114 1.9797
C 4.8496 -0.3003 2.8088
C 3.4729 -0.3936 2.6418
C 0.9552 -2.6989 1.1494
C 1.3034 -3.6868 2.0696
C 0.8176 -4.9764 1.9355
C -0.0177 -5.2954 0.8715
C -0.3617 -4.3181 -0.0479
C 0.1213 -3.0218 0.0889
H 0.3366 -1.1972 3.2572
H 3.3917 -2.5425 0.0332
H 5.8344 -2.3747 0.3258
H 6.7742 -0.9397 2.1112
H 5.2520 0.3298 3.5913
H 2.8069 0.1629 3.2880
H 1.9727 -3.4435 2.8871
H 1.0952 -5.7346 2.6561
H -0.3946 -6.3036 0.7604
H -1.0080 -4.5595 -0.8817
H -0.1492 -2.2724 -0.6447
```

---

Repeat the fourth record exactly.
# C25H26N2O2S4W

A structure of composition C25H26N2O2S4W at a distorted geometry (the ωB97M-V functional and the def2-TZVPD basis, the Open Molecules 2025 dataset).

The multiplicity is 3. The value obtained for the LUMO energy (alpha / beta) is -6.640 / -6.480 eV. The charge is +2. Its energy above the lowest of the compared OMol25 structures with the same formula, charge and spin is 42.62 kJ/mol. The total energy comes out at -78574.8214 eV. The expectation value of S² is 2.031.

Geometry as XYZ:
```
60
C25H26N2O2S4W, DFT the ωB97M-V functional and the def2-TZVPD basis
W 0.0723 -0.0512 0.2671
S 2.1157 0.9295 0.7615
C 3.0149 0.9150 -0.7478
C 4.3776 1.2240 -0.7506
C 5.0653 1.2328 -1.9457
C 4.4069 0.9423 -3.1432
C 3.0627 0.6367 -3.1486
C 2.3627 0.6185 -1.9395
S 0.6377 0.2861 -1.9345
H 4.8841 1.4537 0.1768
H 6.1207 1.4657 -1.9559
H 4.9545 0.9624 -4.0752
H 2.5508 0.4167 -4.0757
O -1.7684 -1.0423 0.0899
S -2.8613 -1.8057 -0.6987
C -3.0317 -3.3682 0.1807
C -1.7303 -3.9946 0.6770
C -1.3550 -3.5552 2.0912
C 0.0962 -3.8925 2.4349
S 1.2448 -2.5542 2.0788
O 0.6701 -1.9585 0.7610
C 0.8413 -1.4082 3.3525
C -0.0530 -0.3726 3.1322
C -0.3699 0.5290 4.1329
C 0.2211 0.3708 5.3816
C 1.1239 -0.6600 5.6042
C 1.4504 -1.5516 4.5905
C -2.1851 -2.2584 -2.2442
C -3.0954 -2.1756 -3.2949
C -2.6890 -2.5694 -4.5628
C -1.3931 -3.0167 -4.7631
C -0.4861 -3.0688 -3.7074
C -0.8739 -2.6938 -2.4351
H -3.5379 -3.9829 -0.5678
H -3.7429 -3.1831 0.9868
H -0.9253 -3.7820 -0.0233
H -1.8540 -5.0795 0.6648
H -2.0022 -4.0562 2.8133
H -1.5267 -2.4848 2.2297
H 0.4818 -4.7573 1.8934
H 0.2669 -4.0681 3.5005
H -0.5923 -0.2563 2.1859
H -1.0595 1.3396 3.9430
H -0.0136 1.0603 6.1803
H 1.5941 -0.7654 6.5718
H 2.1778 -2.3343 4.7667
H -4.1005 -1.8095 -3.1323
H -3.3808 -2.5159 -5.3915
H -1.0784 -3.3209 -5.7519
H 0.5279 -3.3996 -3.8851
H -0.1585 -2.7043 -1.6236
N -0.5571 2.9054 0.8086
C -1.4772 3.8703 0.8256
C -2.6818 3.3077 0.4419
C -2.3900 1.9762 0.1865
N -1.0886 1.7281 0.4016
H 0.4475 2.9627 0.9239
H -1.2113 4.8792 1.0927
H -3.6313 3.8023 0.3523
H -3.0386 1.1797 -0.1349
```